No. 1
ORCA calculation (ωB97M-V with the def2-TZVPD basis set) on C32H31F3N4O9PSbSe4Zr as an isolated structure.

Each line ends with the Löwdin charge.
Element x y z (Å)
Zr 0.04 -1.73 -1.32  1.604
O 2.24 -4.95 0.37  0.043
C 1.30 -4.26 -0.05  -0.574
O 1.25 -3.49 -1.07  -0.238
C -0.02 -4.23 0.75  -0.165
C -0.32 -5.07 1.81  0.004
C -1.48 -4.82 2.49  -0.068
C -2.37 -3.86 2.03  -0.053
C -2.04 -3.11 0.91  -0.115
N -0.86 -3.27 0.34  0.015
H 0.43 -5.82 2.10  0.122
H -1.75 -5.38 3.37  0.098
H -3.35 -3.73 2.47  0.098
H -2.70 -2.38 0.47  0.094
C -2.17 -0.21 -4.56  -0.055
O -1.05 -1.06 -4.46  -0.151
C 0.11 -0.46 -4.17  -0.977
O 0.23 0.73 -4.18  -0.054
H -3.01 -0.90 -4.61  0.090
H -2.13 0.36 -5.48  0.093
H -2.21 0.46 -3.71  0.083
O -3.80 -0.71 -0.54  0.039
C -2.81 -0.05 -0.86  -0.556
O -1.70 -0.56 -1.32  -0.219
C -2.82 1.45 -0.62  -0.089
C -1.73 2.36 -0.79  0.010
C -1.80 3.67 -0.28  0.001
C -2.93 4.02 0.40  -0.241
O -3.20 5.21 1.04  -0.001
C -4.40 4.98 1.83  -0.124
O -5.01 3.81 1.28  0.011
C -4.02 3.18 0.55  -0.213
C -3.99 1.92 0.02  0.055
H -0.81 2.01 -1.25  0.075
H -1.01 4.40 -0.39  0.111
H -5.06 5.83 1.70  0.124
H -4.05 4.83 2.87  0.134
H -4.84 1.26 0.14  0.126
F -1.81 -4.62 -1.98  -0.027
C -1.54 -3.42 -2.62  -0.533
F -2.79 -2.96 -2.98  -0.006
F -1.01 -3.82 -3.82  -0.025
C 1.18 -1.38 0.61  -0.118
C 2.08 -1.36 1.41  -0.107
C 3.08 -1.38 2.43  -0.237
C 3.37 -0.23 3.17  -0.050
C 4.21 -0.27 4.28  -0.103
C 4.79 -1.47 4.65  -0.117
C 4.60 -2.60 3.86  -0.094
C 3.76 -2.56 2.76  -0.023
H 2.84 0.67 2.91  0.087
H 4.39 0.66 4.82  0.094
H 5.40 -1.53 5.56  0.091
H 5.05 -3.56 4.11  0.098
H 3.57 -3.44 2.16  0.108
Se 2.76 1.82 -5.91  -0.086
Sb 3.24 -0.53 -5.89  -0.150
Se 1.94 -1.99 -7.31  -0.193
Se 5.22 -1.26 -4.68  -0.238
Se 1.45 -1.70 -3.67  0.632
C 1.64 3.04 -2.67  -0.193
P 2.07 1.74 -1.54  0.555
C 3.66 1.19 -2.12  -0.188
C 2.43 2.63 -0.02  -0.172
O 1.03 0.69 -1.34  -0.452
H 2.36 3.84 -2.56  0.058
H 0.62 3.38 -2.51  0.050
H 1.71 2.62 -3.69  -0.057
H 4.41 1.96 -1.86  0.067
H 3.65 1.07 -3.19  -0.038
H 3.96 0.26 -1.69  0.052
H 3.31 3.28 -0.14  0.061
H 2.60 1.95 0.81  0.035
H 1.59 3.27 0.19  0.023
N 0.00 2.92 2.69  0.140
C -0.92 1.88 2.64  -0.369
C -0.58 0.65 2.06  -0.079
N -1.43 -0.34 2.02  0.118
C -2.64 -0.14 2.53  -0.145
C -2.94 1.04 3.16  -0.144
N -2.10 2.08 3.21  0.124
H 0.84 2.86 2.14  0.047
H -0.37 3.83 2.87  0.087
H 0.42 0.50 1.63  0.075
H -3.39 -0.95 2.56  0.106
H -3.88 1.19 3.68  0.100

Calculated values
Relative energy (zero: lowest compared OMol25 entry of this formula, charge and spin) (kcal/mol): 0.0
Frontier orbital gap (eV): 6.11
2S+1: 1
Total charge: -2


No. 2
ORCA calculation (ωB97M-V with the def2-TZVPD basis set) on C32H31MoN3O6S2Si as an isolated structure.

Each line ends with the Löwdin charge.
Element x y z (Å)
Mo 0.74 -1.21 0.80  1.365
C 5.55 4.89 -6.27  -0.081
O 5.63 4.20 -5.03  -0.077
C 4.90 4.68 -4.00  -0.282
C 5.02 3.97 -2.79  0.012
C 4.30 4.37 -1.69  -0.025
C 3.47 5.49 -1.75  -0.291
C 3.40 6.22 -2.92  -0.028
C 4.09 5.80 -4.06  -0.014
N 2.78 6.01 -0.60  0.083
N 2.08 5.29 0.12  0.073
C 1.76 3.93 -0.21  -0.237
C 1.20 3.56 -1.41  -0.005
C 0.79 2.24 -1.66  0.027
C 0.94 1.27 -0.70  -0.336
O 0.65 -0.02 -0.85  -0.266
C 1.47 1.66 0.56  -0.141
N 1.56 0.66 1.48  -0.020
C 2.07 0.92 2.67  -0.069
C 2.49 2.21 3.02  -0.017
C 2.39 3.23 2.11  0.036
C 1.87 2.97 0.82  -0.096
H 6.19 4.35 -6.96  0.093
H 5.91 5.92 -6.17  0.096
H 4.53 4.90 -6.65  0.095
H 5.68 3.12 -2.76  0.124
H 4.40 3.82 -0.76  0.119
H 2.79 7.11 -2.95  0.116
H 4.00 6.38 -4.97  0.102
H 1.08 4.30 -2.19  0.122
H 0.36 1.97 -2.62  0.122
H 2.13 0.09 3.35  0.113
H 2.90 2.38 4.01  0.114
H 2.71 4.23 2.36  0.121
O 1.61 -1.91 2.48  -0.610
S 2.70 -2.96 2.07  0.208
O 2.33 -4.27 2.50  -0.330
O 4.00 -2.46 2.38  -0.343
S 2.25 -2.63 0.01  0.426
C -1.22 -5.22 1.01  -0.073
C -2.21 -4.39 0.18  -0.610
C -3.56 -5.10 0.13  -0.084
C -1.67 -4.21 -1.25  -0.081
Si -2.39 -2.70 0.97  0.597
O -0.88 -1.98 0.87  -0.454
C -2.80 -2.78 2.78  -0.209
C -4.06 -3.20 3.24  -0.096
C -4.34 -3.29 4.59  -0.082
C -3.37 -2.96 5.52  -0.085
C -2.11 -2.55 5.10  -0.075
C -1.83 -2.46 3.74  -0.078
C -3.51 -1.56 -0.01  -0.210
C -4.90 -1.60 0.12  -0.089
C -5.72 -0.78 -0.65  -0.082
C -5.15 0.10 -1.56  -0.086
C -3.77 0.15 -1.71  -0.079
C -2.96 -0.67 -0.94  -0.085
H -1.07 -6.20 0.54  0.091
H -1.58 -5.38 2.03  0.085
H -0.24 -4.74 1.08  0.065
H -3.45 -6.07 -0.36  0.087
H -4.30 -4.53 -0.44  0.077
H -3.96 -5.28 1.13  0.073
H -1.58 -5.19 -1.73  0.089
H -0.68 -3.75 -1.25  0.064
H -2.34 -3.60 -1.86  0.081
H -4.83 -3.48 2.53  0.085
H -5.32 -3.62 4.92  0.103
H -3.58 -3.03 6.58  0.103
H -1.35 -2.30 5.82  0.105
H -0.84 -2.16 3.43  0.078
H -5.36 -2.27 0.84  0.087
H -6.79 -0.82 -0.53  0.103
H -5.79 0.74 -2.16  0.102
H -3.33 0.84 -2.42  0.103
H -1.88 -0.62 -1.07  0.081

Calculated values
Relative energy (zero: lowest compared OMol25 entry of this formula, charge and spin) (kcal/mol): 2.3
Frontier orbital gap (eV): 6.75
2S+1: 1


No. 3
ORCA calculation (ωB97M-V with the def2-TZVPD basis set) on C32H31N6O5SSiTi as an isolated structure.

Each line ends with the Mulliken spin population.
Element x y z (Å)
Ti -0.24 0.03 0.26  0.940
C 1.54 -3.55 -0.67  -0.003
C 0.28 -2.76 -0.99  0.001
C -0.41 -3.24 -2.25  -0.001
O 0.64 -1.35 -1.19  0.005
C -0.68 -2.85 0.22  0.004
O -1.25 -3.90 0.43  0.006
O -0.78 -1.76 0.92  -0.005
H 2.24 -3.49 -1.50  0.000
H 1.26 -4.59 -0.51  0.000
H 2.02 -3.18 0.24  0.000
H 0.29 -3.23 -3.09  0.000
H -1.26 -2.60 -2.49  0.001
H -0.77 -4.25 -2.09  0.000
H 1.59 -1.25 -1.00  0.001
N -2.67 6.15 5.56  0.000
C -2.46 5.24 4.54  0.000
C -2.14 5.69 3.25  0.000
C -1.99 4.78 2.22  0.000
C -2.16 3.42 2.47  0.000
C -2.48 2.96 3.74  0.000
C -2.63 3.87 4.77  0.000
S -1.91 2.30 1.16  0.028
O -2.35 0.98 1.60  0.011
O -2.50 2.85 -0.04  0.001
N -0.35 2.06 0.96  -0.021
C 0.37 2.64 -0.07  -0.015
N 0.78 1.68 -0.92  0.011
C 1.64 2.02 -1.87  0.010
C 2.03 3.34 -2.02  0.000
C 1.48 4.26 -1.15  0.004
N 0.66 3.93 -0.16  -0.001
H -2.24 7.06 5.44  0.000
H -2.59 5.79 6.50  0.000
H -2.02 6.75 3.07  0.000
H -1.73 5.11 1.22  0.000
H -2.60 1.90 3.91  0.000
H -2.89 3.53 5.76  0.000
H 1.99 1.23 -2.52  -0.002
H 2.73 3.64 -2.79  0.000
H 1.72 5.32 -1.23  0.000
C 3.79 4.18 2.05  -0.001
C 2.74 3.65 2.79  0.003
C 2.32 2.35 2.57  -0.007
C 2.93 1.54 1.60  0.001
C 3.99 2.09 0.87  -0.002
C 4.41 3.40 1.09  0.000
Si 2.19 -0.16 1.21  0.042
C 2.69 -1.45 2.50  -0.006
C 4.03 -1.80 2.72  -0.001
C 4.36 -2.78 3.65  0.000
C 3.37 -3.42 4.37  0.000
C 2.04 -3.09 4.16  0.004
C 1.70 -2.11 3.23  0.002
H 4.12 5.20 2.22  0.000
H 2.25 4.26 3.54  0.000
H 1.48 1.96 3.14  0.000
H 4.49 1.48 0.13  0.000
H 5.24 3.80 0.51  0.000
H 3.05 -0.57 0.01  -0.006
H 4.81 -1.30 2.16  0.000
H 5.40 -3.04 3.81  0.000
H 3.63 -4.19 5.09  0.000
H 1.26 -3.60 4.72  0.000
H 0.66 -1.88 3.06  0.004
N -6.45 -2.12 -0.21  0.000
C -5.52 -1.62 -0.67  0.000
C -4.39 -0.98 -1.27  -0.004
C -4.47 -0.45 -2.56  0.001
C -3.35 0.17 -3.09  0.001
C -2.20 0.24 -2.33  0.020
N -2.12 -0.28 -1.10  -0.032
C -3.19 -0.87 -0.57  0.014
H -5.39 -0.52 -3.12  0.000
H -3.38 0.60 -4.08  0.000
H -1.31 0.72 -2.70  -0.002
H -3.10 -1.27 0.43  -0.006

Calculated values
Relative energy (zero: lowest compared OMol25 entry of this formula, charge and spin) (kcal/mol): 12.4
Frontier orbital gap (spin up / spin down) (eV): 7.21 / 7.27
2S+1: 2
Expectation value of S²: 0.754


No. 4
ORCA calculation (ωB97M-V with the def2-TZVPD basis set) on C32H32AsMgN5O4S2 as an isolated structure.

Each line ends with the Löwdin charge.
Element x y z (Å)
Mg 0.30 1.26 -0.14  0.421
O -1.87 1.22 4.73  0.061
C -1.41 -0.03 4.63  -0.264
C -1.52 -0.85 5.75  -0.013
C -1.10 -2.17 5.71  -0.080
C -0.55 -2.70 4.55  -0.091
C -0.42 -1.89 3.44  -0.029
C -0.84 -0.56 3.45  -0.074
C -0.70 0.22 2.21  -0.429
O 0.05 -0.19 1.28  -0.111
N -1.46 1.34 2.11  0.068
N -1.24 1.95 0.94  -0.053
C -1.97 2.90 0.51  -0.047
C -1.58 3.49 -0.76  -0.240
C -2.35 4.46 -1.40  -0.010
C -1.90 4.99 -2.60  -0.051
C -0.68 4.56 -3.11  -0.043
C 0.02 3.60 -2.41  -0.118
N -0.41 3.05 -1.28  0.086
H -1.89 1.61 3.83  0.068
H -1.95 -0.43 6.65  0.117
H -1.21 -2.79 6.59  0.104
H -0.24 -3.73 4.51  0.098
H 0.03 -2.27 2.53  0.108
H -2.85 3.26 1.05  0.135
H -3.28 4.79 -0.96  0.116
H -2.48 5.74 -3.12  0.112
H -0.29 4.96 -4.03  0.108
H 0.99 3.27 -2.75  0.097
O 2.72 1.66 3.26  0.073
C 3.90 1.43 2.67  -0.257
C 5.02 1.22 3.48  -0.014
C 6.26 1.02 2.91  -0.088
C 6.42 1.04 1.53  -0.098
C 5.32 1.21 0.72  -0.031
C 4.05 1.40 1.27  -0.075
C 2.85 1.48 0.40  -0.403
O 1.75 1.98 0.85  -0.094
N 2.99 0.98 -0.81  0.011
N 1.82 0.89 -1.54  -0.134
C 2.04 0.85 -2.80  -0.915
S 0.81 0.57 -4.00  0.913
C 2.00 0.15 -5.32  -0.500
C 3.20 1.05 -5.14  -0.521
S 3.70 1.02 -3.38  0.952
H 2.07 1.86 2.55  0.074
H 4.88 1.21 4.55  0.116
H 7.12 0.87 3.55  0.101
H 7.40 0.91 1.09  0.096
H 5.41 1.20 -0.36  0.102
H 1.49 0.31 -6.27  0.079
H 2.27 -0.89 -5.21  0.080
H 2.98 2.08 -5.42  0.073
H 4.05 0.70 -5.72  0.077
C -1.98 -1.35 -3.05  -0.311
As -1.23 -0.76 -1.33  1.166
C -0.02 -2.27 -1.10  -0.272
C -2.73 -1.29 -0.12  -0.293
C -3.27 -2.66 -0.34  -0.312
C -4.32 -2.89 -1.23  -0.074
C -4.79 -4.18 -1.45  -0.087
C -4.23 -5.25 -0.78  -0.096
C -3.20 -5.04 0.12  -0.081
C -2.72 -3.75 0.34  -0.055
H -2.44 -2.33 -2.94  0.017
H -1.17 -1.42 -3.77  -0.021
H -2.72 -0.64 -3.42  0.026
H -0.55 -3.21 -1.25  0.027
H 0.41 -2.24 -0.10  0.018
H 0.79 -2.18 -1.82  0.026
H -3.51 -0.54 -0.26  0.077
H -2.34 -1.18 0.89  0.056
H -4.77 -2.05 -1.74  0.112
H -5.61 -4.33 -2.15  0.101
H -4.61 -6.26 -0.95  0.099
H -2.77 -5.87 0.65  0.103
H -1.93 -3.59 1.06  0.108

Calculated values
Relative energy (zero: lowest compared OMol25 entry of this formula, charge and spin) (kcal/mol): 0.0
Frontier orbital gap (eV): 7.04
2S+1: 1


No. 5
ORCA calculation (ωB97M-V with the def2-TZVPD basis set) on C32H32BiF5N6O5STe as an isolated structure.

Each line ends with the Löwdin charge.
Element x y z (Å)
Bi -0.42 0.41 -2.29  1.536
C 5.32 -0.19 -3.03  -0.069
C 4.16 -0.95 -2.96  -0.056
C 2.92 -0.33 -2.94  -0.028
C 2.84 1.06 -2.96  -0.283
C 4.02 1.83 -3.02  -0.013
C 5.24 1.20 -3.06  -0.076
N 1.59 1.65 -2.91  -0.103
N 1.49 2.90 -2.78  0.114
C 0.24 3.42 -2.56  -0.326
C 0.12 4.82 -2.63  -0.010
C -1.06 5.42 -2.24  -0.075
C -2.09 4.64 -1.72  -0.069
C -1.98 3.26 -1.69  -0.133
C -0.84 2.62 -2.13  -0.299
H 6.29 -0.67 -3.05  0.105
H 4.21 -2.02 -2.93  0.114
H 2.03 -0.95 -2.91  0.064
H 3.94 2.90 -3.05  0.105
H 6.15 1.79 -3.12  0.105
H 0.94 5.39 -3.02  0.113
H -1.17 6.49 -2.31  0.105
H -2.98 5.12 -1.36  0.104
H -2.80 2.67 -1.30  0.083
O 0.87 -5.70 -1.93  0.119
C -0.35 -6.08 -1.63  -0.514
O -0.65 -7.24 -1.47  0.091
C -1.38 -5.01 -1.47  -0.046
C -2.61 -5.17 -0.85  0.001
N -3.24 -3.99 -0.93  0.016
N -2.51 -3.07 -1.56  -0.042
C -1.38 -3.67 -1.91  -0.138
C -0.34 -2.89 -2.67  -0.637
O 0.85 -3.17 -2.49  0.020
O -0.79 -1.97 -3.40  -0.283
H 0.96 -4.71 -2.11  0.066
H -3.04 -6.03 -0.39  0.133
H -4.17 -3.76 -0.61  0.160
C -0.17 2.48 6.58  -0.098
C -0.67 1.45 5.58  -0.234
C -0.06 1.67 4.20  -0.180
N -0.51 0.68 3.25  0.015
C 0.19 0.09 2.27  -0.860
S -0.61 -0.54 0.95  0.627
N 1.56 0.01 2.33  0.104
C 2.41 -0.21 3.41  -0.423
O 3.59 0.03 3.30  0.121
C 1.81 -0.80 4.63  -0.168
C 2.32 -0.44 5.88  -0.023
C 1.80 -1.02 7.03  -0.072
C 0.81 -1.99 6.94  -0.076
C 0.34 -2.38 5.69  -0.065
C 0.83 -1.79 4.54  -0.023
H -0.60 2.30 7.56  0.075
H -0.43 3.49 6.26  0.074
H 0.91 2.42 6.67  0.070
H -1.76 1.51 5.51  0.112
H -0.42 0.45 5.93  0.087
H 1.03 1.64 4.27  0.114
H -0.35 2.67 3.84  0.134
H -1.51 0.64 3.12  0.128
H 2.03 0.02 1.44  0.147
H 3.10 0.30 5.93  0.125
H 2.18 -0.72 8.00  0.108
H 0.42 -2.44 7.83  0.106
H -0.42 -3.14 5.62  0.109
H 0.48 -2.12 3.58  0.113
F -0.97 2.06 -4.91  0.031
C -0.76 0.73 -4.66  -0.465
F -1.96 0.14 -5.00  -0.077
C 0.27 0.26 -5.70  -0.600
F 0.31 -1.06 -5.83  0.172
F 1.50 0.68 -5.41  0.141
F 0.00 0.76 -6.92  0.151
C -4.34 0.97 -3.39  -0.379
Te -3.10 -0.69 -2.68  1.417
C -3.90 -0.47 -0.66  -0.398
H -5.25 1.03 -2.82  0.000
H -4.58 0.72 -4.42  -0.006
H -3.84 1.94 -3.38  -0.014
H -3.91 0.58 -0.39  -0.008
H -3.27 -1.01 0.03  -0.060
H -4.92 -0.85 -0.62  -0.001

Calculated values
Relative energy (zero: lowest compared OMol25 entry of this formula, charge and spin) (kcal/mol): 52.0
Frontier orbital gap (eV): 6.90
2S+1: 1


No. 6
ORCA calculation (ωB97M-V with the def2-TZVPD basis set) on C32H32BrClCoN5O2 as an isolated structure.

Each line ends with the Mulliken spin population.
Element x y z (Å)
Co -1.15 -2.78 -0.37  2.794
Br 5.08 -3.48 3.38  0.132
C 3.71 -3.40 2.16  0.269
C 4.02 -3.34 0.78  -0.062
C 3.00 -3.28 -0.12  0.158
C 1.62 -3.26 0.31  0.102
O 0.73 -3.20 -0.58  0.233
C 1.33 -3.33 1.74  0.092
C -0.02 -3.38 2.31  -0.021
N -1.09 -3.34 1.61  0.111
C -2.41 -3.45 2.12  0.002
C -2.76 -3.61 3.44  0.021
C -4.11 -3.72 3.82  -0.006
C -5.10 -3.69 2.88  0.019
C -4.78 -3.55 1.51  -0.004
C -5.76 -3.53 0.49  0.013
C -5.38 -3.43 -0.82  -0.003
C -4.02 -3.33 -1.12  0.009
N -3.07 -3.33 -0.20  0.014
C -3.43 -3.43 1.13  0.011
C 2.38 -3.40 2.62  0.049
H 5.05 -3.35 0.46  0.001
H 3.19 -3.25 -1.19  0.003
H -0.07 -3.49 3.40  0.001
H -2.00 -3.65 4.21  -0.001
H -4.35 -3.85 4.86  0.000
H -6.13 -3.78 3.17  0.000
H -6.80 -3.62 0.76  0.000
H -6.11 -3.42 -1.62  0.000
H -3.69 -3.28 -2.15  -0.001
H 2.19 -3.47 3.68  0.001
C 2.74 1.37 0.74  0.001
C 2.39 2.84 0.97  -0.001
C 3.44 3.71 0.26  0.000
C 2.53 3.08 2.49  0.000
C 0.96 3.26 0.49  -0.001
O 0.64 4.54 1.04  0.000
C 0.76 3.39 -1.04  0.001
C 1.21 2.29 -2.01  -0.001
C 0.71 2.56 -3.42  0.000
C 1.16 3.68 -4.12  0.000
C 0.70 3.95 -5.40  0.000
C -0.22 3.10 -5.99  0.000
Cl -0.81 3.44 -7.59  0.000
C -0.68 1.99 -5.32  0.000
C -0.21 1.73 -4.03  0.000
C -0.18 2.45 1.15  -0.001
N -0.70 1.27 0.43  -0.002
C -0.44 0.00 0.63  0.054
N -1.17 -0.74 -0.21  -0.010
C -1.89 0.20 -0.90  0.013
N -1.63 1.42 -0.54  0.005
H 3.76 1.19 1.08  -0.001
H 2.69 1.06 -0.31  -0.001
H 2.10 0.71 1.33  0.004
H 4.44 3.44 0.62  0.000
H 3.31 4.77 0.48  0.000
H 3.43 3.58 -0.82  0.000
H 3.58 2.98 2.77  0.000
H 1.98 2.34 3.08  0.000
H 2.20 4.07 2.78  0.000
H 1.33 5.17 0.79  0.000
H 1.26 4.31 -1.32  0.000
H -0.30 3.58 -1.20  0.001
H 0.86 1.30 -1.71  0.001
H 2.30 2.24 -2.04  0.000
H 1.88 4.35 -3.67  0.000
H 1.05 4.82 -5.94  0.000
H -1.39 1.33 -5.79  0.000
H -0.56 0.84 -3.51  0.000
H -1.03 3.12 1.24  0.000
H 0.10 2.13 2.15  0.000
H 0.25 -0.37 1.36  0.002
H -2.60 -0.04 -1.68  0.000

Calculated values
Relative energy (zero: lowest compared OMol25 entry of this formula, charge and spin) (kcal/mol): 0.0
Frontier orbital gap (spin up / spin down) (eV): 5.51 / 3.41
2S+1: 5
Expectation value of S²: 6.035
Total charge: +2